(1)
Molecular formula: C6H62NO25
Method: DFT, ωB97M-V/def2-TZVPD

Results
- ΔE to the lowest compared entry with this formula, charge and spin: 55.9 kcal per mole
- Molecular weight: 548.544 g mol⁻¹
- HOMO-LUMO gap: 0.3523 hartree
- HOMO level: -12.33 eV

```
! RIJCOSX wB97M-V def2-TZVPD def2/J DEFGRID3
* xyz 1 1
H -3.4065 -0.2267 0.2225
C 0.7645 0.3673 0.6015
O -5.9355 0.9983 0.7295
O -5.5495 -4.6177 -1.0055
H -4.0825 -4.3487 -4.6515
H 0.1175 -3.3797 -1.0005
C 3.4485 2.2123 1.3115
H -1.3705 -1.4617 0.3405
O -1.8455 1.0983 -3.5145
H -1.4615 1.5783 3.2405
O 0.6255 -2.9907 -0.2745
O -0.2485 -3.0427 -5.0405
H -1.0365 0.8333 1.2355
O 3.3705 -1.7427 2.8965
H 5.9775 -0.5217 2.4045
H 0.4065 -3.0377 3.2075
O 7.2255 0.9403 0.5695
H -0.2545 -3.8267 -4.4855
H -1.8055 1.9613 5.3845
H -5.6625 -1.6197 -0.7745
H 1.4145 -3.3027 -0.1105
H 3.3865 3.3053 1.5205
H 2.0365 1.8453 4.7205
H -5.0495 -3.8367 -5.4525
O 5.5295 -0.9187 -0.4155
O 2.4855 1.4043 1.9515
C -2.8585 -0.3987 -0.6725
H 0.4825 1.6853 2.3105
H 6.2165 -1.4957 -1.0025
H 3.9065 6.2403 2.1485
H 3.8615 -2.3407 2.2765
H -1.2805 1.8503 -3.1965
H 1.3435 2.3303 0.9195
H 4.4415 1.6703 1.4075
O 1.3615 -1.2497 -3.7545
H -3.3675 -3.8947 0.7665
H 0.1935 3.0693 -1.6675
H -3.1165 2.8243 1.7635
H -6.3325 -4.8687 -0.4025
H -2.9765 0.5443 -1.2625
O 3.8215 5.4543 2.9205
H 3.5665 0.5513 -2.5095
H -2.5115 0.3883 3.0145
H 5.6005 4.5503 0.8615
H 3.7825 -0.9777 3.1365
H 7.1585 1.9253 0.9885
H -6.2255 1.3873 -0.1115
H -6.9975 -1.7927 -0.5885
H 2.0605 -1.8077 -3.5325
H -6.5835 0.3833 0.9335
O 6.1845 -0.3317 3.3375
H 8.0675 0.7193 0.6205
O -1.2445 2.3833 4.9185
O -2.5115 -4.5847 0.7395
O -0.4555 2.6413 -1.2215
H 3.3205 2.1133 0.2985
H -0.4695 1.7113 4.9865
C -1.4305 -0.6437 -0.3085
O -3.4445 -0.3757 -6.3365
H -2.2025 -1.8537 -2.8175
H -2.5195 1.5503 -3.9435
H -0.8155 -0.7907 -1.0935
H 1.5555 -0.7397 -3.0405
O -6.1035 -1.9757 -0.1585
O -2.8625 3.6543 1.4365
O 5.4365 5.2423 0.2125
N -0.7325 0.4703 0.3495
H 1.3205 0.3813 -0.3745
H 3.7605 -0.5687 -1.3405
H -3.8005 -1.0047 -2.9445
H 1.2555 3.0433 5.3625
H 5.9345 -0.2587 -0.0815
C 1.1345 1.5113 1.5175
H -3.5975 0.1393 -5.5075
H 4.5115 5.8023 3.5775
H 5.6385 5.9823 0.7135
H -5.6795 -3.6437 -1.1315
H -3.7235 -2.7287 -2.5825
H -2.4965 -0.4507 -6.4165
O -3.5045 -1.4747 -1.1175
O -1.9605 0.9793 2.6375
O 3.0895 -0.0677 -1.9385
H 6.5035 -1.0797 3.8835
H -0.7295 1.3183 -0.1865
H -0.0105 -2.9397 1.6925
H -3.2645 3.5983 0.5565
O -4.9075 -4.6777 -4.9825
H -1.8735 -4.1557 1.3005
H -1.2125 3.1343 -1.2265
O -0.3405 -3.1837 2.5185
O 1.5955 2.1573 5.4705
H 1.1375 -0.5907 1.2355
H 0.0595 -2.3157 -4.5395
C -3.2385 -1.7967 -2.4315
*
```

(2)
Molecular formula: C6H14NO
Method: DFT, ωB97M-V/def2-TZVPD

Results
- ΔE to the lowest compared entry with this formula, charge and spin: 51.5 kcal per mole
- Molecular weight: 116.184 g mol⁻¹
- Expectation value of S²: 0.757
- HOMO-LUMO gap (spin up / spin down): 0.3653 / 0.2619 hartree
- HOMO level (spin up / spin down): -8.92 / -8.95 eV

```
! RIJCOSX wB97M-V def2-TZVPD def2/J DEFGRID3
* xyz 0 2
O -1.4902 -0.9106 -2.1612
C 0.0806 -0.2116 1.2380
H -0.3276 -2.2552 1.3348
C -1.7226 -0.7416 -0.8962
H 1.3151 1.6769 1.0955
H -1.8030 -1.7420 -0.3419
H 1.3052 -1.9397 0.6500
H 0.6020 1.4325 2.6542
C -0.4082 0.0829 -0.2164
H 1.2698 1.6857 -2.4509
H 1.1062 -1.7746 2.4057
H -0.4026 1.0048 -3.0527
H -0.8105 -0.1372 1.9328
H -0.7816 1.1882 0.0776
C 0.6243 -1.6309 1.3990
H 0.5181 -0.6055 -1.8980
H -0.3422 2.1662 -1.7852
C 0.2300 1.3297 -2.1970
C 1.0909 0.8993 1.7735
N 0.5657 0.1990 -1.2745
H 1.8836 0.3817 2.3168
H -2.5032 -0.0981 -0.6038
*
```

Look up the ΔE to the lowest compared entry with this formula, charge and spin of the second one. 51.5 kcal per mole